Record 1
Computed, not measured: an isolated molecule of C27H26N2O7 at a distorted geometry, with wB97M-V/def2-TZVPD.

Each line ends with the natural charge from an NBO analysis.
Cartesian coordinates (Å):
C  4.831  -1.089  1.614  -0.254
O  3.482  -1.409  1.377  -0.527
C  2.997  -2.604  1.820  0.377
C  3.779  -3.591  2.408  -0.311
C  3.207  -4.779  2.829  -0.190
C  1.851  -4.994  2.676  -0.237
C  1.067  -4.008  2.100  -0.172
C  1.617  -2.815  1.662  -0.113
C  0.732  -1.764  1.036  -0.241
N  0.933  -0.453  1.618  -0.404
C  0.694  -0.370  3.051  -0.319
C  -0.811  -0.162  3.268  0.668
O  -1.565  -1.074  3.544  -0.642
N  -1.190  1.114  3.074  -0.620
C  -2.581  1.486  2.908  -0.247
C  -2.909  1.640  1.443  -0.029
C  -3.220  2.876  0.903  -0.214
C  -3.496  3.039  -0.454  -0.279
C  -3.432  1.919  -1.245  0.291
C  -3.098  0.672  -0.711  0.234
C  -2.839  0.506  0.625  -0.270
O  -3.097  -0.264  -1.712  -0.480
C  -3.436  0.434  -2.890  0.240
O  -3.670  1.790  -2.586  -0.490
C  1.048  0.700  0.929  0.678
O  1.018  1.788  1.499  -0.664
C  1.170  0.642  -0.557  -0.072
C  2.202  -0.015  -1.220  -0.228
C  2.272  0.020  -2.599  -0.244
C  1.319  0.710  -3.338  0.218
C  0.310  1.413  -2.672  0.276
C  0.245  1.376  -1.287  -0.251
O  -0.627  2.152  -3.347  -0.500
C  -0.267  2.420  -4.684  -0.098
C  0.246  1.146  -5.356  -0.095
O  1.408  0.683  -4.706  -0.482
H  5.507  -1.757  1.071  0.177
H  4.958  -0.071  1.247  0.205
H  5.068  -1.118  2.682  0.182
H  4.839  -3.444  2.538  0.218
H  3.831  -5.535  3.282  0.215
H  1.402  -5.916  3.010  0.216
H  0.004  -4.163  1.992  0.219
H  -0.313  -2.061  1.187  0.214
H  0.921  -1.703  -0.038  0.241
H  1.263  0.469  3.454  0.238
H  1.008  -1.304  3.517  0.232
H  -0.494  1.753  2.698  0.435
H  -3.176  0.682  3.351  0.238
H  -2.769  2.418  3.445  0.203
H  -3.257  3.741  1.547  0.213
H  -3.747  4.001  -0.869  0.227
H  -2.599  -0.461  1.036  0.239
H  -2.608  0.358  -3.613  0.152
H  -4.345  -0.006  -3.331  0.156
H  2.950  -0.546  -0.655  0.237
H  3.058  -0.489  -3.133  0.227
H  -0.532  1.932  -0.788  0.242
H  0.520  3.185  -4.714  0.182
H  -1.165  2.796  -5.176  0.205
H  -0.536  0.375  -5.317  0.174
H  0.524  1.330  -6.395  0.203

Values from the calculation:
orbital gap	8.67	eV
E	-1680.67789	hartree
energy above the lowest of the compared OMol25 structures with the same formula, charge and spin	190.7	kJ/mol

---

Record 2
Computed, not measured: C27H26N4OPbS as an isolated structure, with wB97M-V/def2-TZVPD.

Each line ends with the Löwdin charge.
Cartesian coordinates (Å):
Pb  -0.415  1.468  -1.436  1.408
C  2.888  -2.568  -0.467  -0.019
C  2.830  -2.759  1.026  -0.217
C  3.903  -3.335  1.702  -0.022
C  3.860  -3.571  3.068  -0.044
C  2.730  -3.235  3.800  -0.052
C  1.654  -2.648  3.157  -0.007
C  1.714  -2.409  1.790  -0.212
N  0.555  -1.822  1.164  0.172
C  0.552  -0.642  0.539  -0.347
N  1.616  0.154  0.780  0.173
C  2.025  1.421  0.324  -0.202
C  1.343  2.241  -0.572  -0.258
C  1.803  3.491  -0.980  -0.110
C  2.991  3.948  -0.446  -0.038
C  3.694  3.145  0.446  0.006
C  3.245  1.896  0.842  -0.181
C  4.046  1.064  1.810  -0.012
N  -0.484  -0.275  -0.219  -0.046
C  -1.575  -1.208  -0.421  -0.294
C  -1.499  -2.119  -1.468  -0.037
C  -2.543  -3.002  -1.688  -0.052
C  -3.654  -2.961  -0.857  -0.045
C  -3.719  -2.044  0.181  -0.015
C  -2.682  -1.144  0.424  -0.215
C  -2.748  -0.166  1.568  -0.016
H  3.593  -3.269  -0.908  0.093
H  3.221  -1.562  -0.738  0.081
H  1.915  -2.740  -0.933  0.077
H  4.779  -3.627  1.135  0.124
H  4.706  -4.034  3.558  0.119
H  2.686  -3.428  4.863  0.118
H  0.765  -2.371  3.709  0.122
H  -0.281  -2.383  1.076  0.166
H  2.260  -0.261  1.442  0.116
H  1.246  4.102  -1.676  0.111
H  3.369  4.923  -0.722  0.126
H  4.634  3.502  0.848  0.132
H  4.987  1.558  2.041  0.096
H  4.292  0.080  1.400  0.089
H  3.515  0.921  2.755  0.105
H  -0.622  -2.130  -2.107  0.118
H  -2.490  -3.715  -2.499  0.118
H  -4.473  -3.649  -1.016  0.119
H  -4.589  -2.023  0.825  0.123
H  -3.717  -0.219  2.060  0.090
H  -2.596  0.859  1.228  0.065
H  -1.984  -0.377  2.319  0.087
O  -2.210  2.465  -0.842  -0.256
N  -3.088  2.764  -1.820  -0.168
C  -4.146  3.513  -1.438  0.030
C  -5.093  3.886  -2.352  0.005
C  -4.950  3.482  -3.678  0.002
C  -3.869  2.708  -4.041  -0.048
C  -2.923  2.342  -3.088  -0.585
S  -1.565  1.351  -3.574  0.756
H  -4.161  3.772  -0.390  0.157
H  -5.928  4.488  -2.026  0.134
H  -5.678  3.775  -4.422  0.135
H  -3.734  2.375  -5.060  0.127

Values from the calculation:
orbital gap	7.43	eV
E	-1929.22232	hartree
energy above the lowest of the compared OMol25 structures with the same formula, charge and spin	139.2	kJ/mol
charge	+2